[1]
{
  "formula": "C36H29N10O8P2ReS2Si",
  "method": "ωB97M-V with the def2-TZVPD basis set",
  "mol_weight_g_mol": 1070.1,
  "total_charge": -1,
  "fmax_ev_per_a": 2.7,
  "homo_lumo_gap_ev": [6.0, 6.0],
  "spin_multiplicity": 2,
  "s_squared": 0.78,
  "total_energy_ha": -4385.97962,
  "lumo_ev": [2.1, 2.1],
  "species": ["Re", "S", "C", "S", "C", "C", "N", "C", "N", "C", "N", "C", "N", "C", "N", "C", "C", "C", "C", "C", "C", "C", "N", "N", "C", "O", "C", "C", "C", "C", "C", "C", "N", "C", "N", "C", "N", "C", "H", "H", "H", "H", "H", "H", "H", "H", "H", "H", "H", "H", "H", "H", "H", "H", "O", "P", "O", "O", "O", "P", "O", "O", "O", "H", "H", "C", "C", "C", "C", "C", "C", "Si", "C", "C", "C", "C", "C", "C", "H", "H", "H", "H", "H", "H", "H", "H", "H", "H", "H"],
  "coordinates": [[1.94991, 0.49571, 0.88575], [-0.73839, -1.11709, 1.16805], [0.02281, -2.14119, 0.02445], [1.74911, -2.10159, -0.05095], [-0.72679, -2.95129, -0.81765], [-2.12379, -2.89349, -0.79575], [-3.27469, -2.82579, -0.80945], [-0.16679, -3.82139, -1.75725], [0.22901, -4.56359, -2.54525], [-2.37439, 3.43871, -0.23725], [-1.20709, 3.02711, 0.49935], [-0.56229, 1.87191, 0.31135], [0.39871, 1.75331, 1.22785], [0.27551, 2.89021, 1.96295], [-0.69209, 3.66971, 1.54585], [-3.28679, 2.23871, -0.33515], [-3.78429, 1.76501, -1.53975], [-4.53199, 0.59501, -1.56745], [-4.76949, -0.12459, -0.41145], [-4.26019, 0.34341, 0.79635], [-3.53809, 1.53121, 0.82875], [-4.38539, -0.37859, 2.04865], [-5.41659, -0.96379, 2.58535], [-5.05079, -1.37199, 3.81055], [-3.79919, -1.03299, 3.97015], [-3.32709, -0.37829, 2.88775], [-2.94429, -1.21629, 5.11855], [-3.48389, -1.22329, 6.40555], [-2.64149, -1.32719, 7.49355], [-1.27119, -1.42549, 7.30895], [-0.72519, -1.43719, 6.02405], [0.77431, -1.60199, 5.91655], [1.35331, -1.32959, 4.63195], [1.18671, -0.29409, 3.79515], [1.96561, -0.46799, 2.71755], [2.61971, -1.63969, 2.99155], [2.26341, -2.16449, 4.13085], [-1.56249, -1.33889, 4.92885], [-2.07639, 3.78961, -1.23055], [-2.83839, 4.26641, 0.30725], [-0.82739, 1.13951, -0.42495], [0.91011, 3.13261, 2.79255], [-3.56879, 2.29511, -2.45625], [-4.89559, 0.22071, -2.51205], [-5.29499, -1.06489, -0.43605], [-3.14519, 1.88701, 1.77085], [-4.55199, -1.13529, 6.52365], [-3.04759, -1.32269, 8.49465], [-0.61629, -1.49709, 8.16655], [1.03591, -2.64329, 6.13575], [1.25851, -0.96989, 6.67375], [0.49131, 0.50661, 3.93605], [3.32361, -2.08989, 2.32125], [-1.18019, -1.36859, 3.91875], [5.81481, 0.06921, -1.35525], [4.30831, 0.43141, -1.03785], [3.50791, -0.19699, -2.19235], [4.02831, -0.00129, 0.33835], [4.31991, 2.00671, -1.29395], [2.86861, 2.73901, -0.92985], [3.09821, 3.04751, 0.64895], [2.72151, 3.97721, -1.68785], [1.88761, 1.60631, -0.98925], [6.15851, 0.52291, -2.12175], [3.41581, 3.94491, 0.75155], [0.93201, 3.55101, -5.38475], [2.14121, 2.90191, -5.55085], [2.46461, 1.81861, -4.75285], [1.58761, 1.35281, -3.78005], [0.37231, 2.01431, -3.63755], [0.04641, 3.10331, -4.42125], [1.92451, -0.18899, -2.72735], [2.04741, -1.70179, -3.84315], [1.02851, -1.94139, -4.75595], [1.05271, -3.05009, -5.57925], [2.10351, -3.94819, -5.49975], [3.11871, -3.73309, -4.58535], [3.08661, -2.62109, -3.76545], [0.68001, 4.40131, -6.00155], [2.83371, 3.23671, -6.31085], [3.41381, 1.32081, -4.89745], [-0.32769, 1.66131, -2.89545], [-0.90259, 3.60221, -4.28745], [0.77811, -0.35659, -1.84195], [0.20541, -1.24359, -4.80435], [0.24371, -3.23109, -6.27185], [2.12001, -4.82389, -6.13265], [3.92931, -4.44309, -4.49535], [3.87071, -2.46289, -3.03815]]
}

[2]
{
  "formula": "C12H24O4",
  "method": "ωB97M-V with the def2-TZVPD basis set",
  "relative_energy_kj_mol": 71.2,
  "mol_weight_g_mol": 232.3,
  "total_charge": 0,
  "fmax_ev_per_a": 2.5,
  "homo_lumo_gap_ev": 9.6,
  "total_energy_ha": -772.55296,
  "smiles": "CC(C)=O.CC(C)=O.CC(C)=O.CC(C)=O",
  "lumo_ev": 0.4,
  "species": ["C", "C", "C", "O", "H", "H", "H", "H", "H", "H", "C", "C", "C", "O", "H", "H", "H", "H", "H", "H", "C", "C", "C", "O", "H", "H", "H", "H", "H", "H", "C", "C", "C", "O", "H", "H", "H", "H", "H", "H"],
  "coordinates": [[3.11395, 1.36253, -0.54137], [1.89898, 1.40312, 0.32095], [1.36634, 2.76669, 0.63425], [1.37256, 0.37395, 0.68768], [3.56524, 2.31243, -0.81063], [2.92167, 0.71427, -1.39633], [3.84944, 0.81999, 0.06355], [1.39050, 3.29930, -0.32246], [1.97723, 3.44382, 1.24584], [0.42230, 2.87878, 1.15234], [3.24905, -2.96721, 0.55045], [2.03055, -3.85259, 0.64187], [1.00317, -3.38081, 1.66666], [1.88792, -4.95421, 0.16885], [2.82888, -1.96337, 0.41077], [3.83694, -3.15296, -0.34690], [3.81858, -2.94073, 1.47499], [1.40520, -3.25214, 2.66794], [0.16948, -4.07514, 1.58742], [0.62247, -2.41900, 1.30831], [-1.79135, 3.28052, -0.31052], [-3.02029, 3.02776, 0.54025], [-3.15384, 1.72745, 1.31617], [-3.94100, 3.80577, 0.49074], [-1.10818, 3.87078, 0.29536], [-2.04347, 3.70887, -1.27354], [-1.28087, 2.32550, -0.45082], [-4.00998, 1.15145, 0.97564], [-3.26805, 1.88315, 2.39044], [-2.25363, 1.12640, 1.19366], [-1.18983, -1.35116, -0.40929], [-2.08542, -0.82700, -1.52479], [-2.00490, -1.42859, -2.89463], [-2.77093, 0.14989, -1.31276], [-0.17616, -0.96854, -0.53098], [-1.18131, -2.44263, -0.43840], [-1.58441, -1.02839, 0.55021], [-1.41375, -0.68092, -3.43982], [-2.95398, -1.35848, -3.42214], [-1.49910, -2.38855, -2.90895]]
}

[3]
{
  "formula": "C2H12O2Si3",
  "method": "ωB97M-V with the def2-TZVPD basis set",
  "relative_energy_kj_mol": 286.2,
  "mol_weight_g_mol": 152.4,
  "total_charge": 0,
  "fmax_ev_per_a": 3.8,
  "homo_lumo_gap_ev": 9.8,
  "total_energy_ha": -1102.21853,
  "smiles": "C[SiH](C)[Si@@H]([SiH3])OO",
  "lumo_ev": 0.5,
  "species": ["C", "Si", "C", "Si", "Si", "O", "O", "H", "H", "H", "H", "H", "H", "H", "H", "H", "H", "H", "H"],
  "coordinates": [[1.24465, -1.86994, 0.66791], [1.26874, -0.34339, -0.58635], [2.29686, 1.12142, 0.29537], [-1.15393, 0.26425, -0.80507], [-2.60704, -0.75327, 0.79219], [-1.31930, 1.89507, -0.74145], [-0.40192, 2.74399, -1.42347], [2.21758, -2.34870, 0.82710], [0.93552, -1.64506, 1.71492], [0.62404, -2.66954, 0.28770], [1.75079, -0.71025, -1.83583], [3.20852, 0.83174, 0.87021], [2.45558, 2.01122, -0.24276], [1.53273, 1.51225, 0.94515], [-1.65591, -0.12121, -2.19819], [-2.55852, -2.19312, 1.12122], [-4.10326, -0.90259, 0.26091], [-2.72049, 0.02667, 2.09830], [-1.01463, 3.15044, -2.04786]]
}